164
Properties=species:S:1:pos:R:3:forces:R:3 method="wB97M-V/def2-TZVPD" max_force_ha_per_bohr=0.0434 orbital_gap_ev=9.210 de_lowest_kcal_mol=0.0
C 16.2313 -19.1849 30.7407 -0.271 -0.485 0.270
C 16.8809 -20.0591 31.8237 -1.598 0.927 0.247
O 17.5682 -21.1450 31.2883 1.025 -0.113 1.412
O 17.2201 -18.3740 30.1541 0.491 0.347 0.218
H 15.4251 -18.6017 31.1995 0.182 0.260 0.082
H 15.7385 -19.8011 29.9825 0.112 -0.122 0.040
H 16.0700 -20.4538 32.4459 -0.010 -0.020 -0.050
H 17.4767 -19.4295 32.4897 0.241 -0.034 -0.185
H 18.5097 -20.9524 31.3415 0.134 -0.149 -0.181
H 17.0393 -18.1679 29.2346 -0.289 -0.152 -0.069
C 19.7969 -22.6168 23.4714 0.024 0.472 -0.132
C 20.0492 -22.1307 24.9004 1.263 -0.648 0.002
O 21.4080 -22.3455 25.2998 0.104 -0.203 -0.475
O 20.3593 -21.6438 22.5635 -0.017 -0.197 0.264
H 18.7382 -22.7418 23.2376 -0.113 0.118 0.282
H 20.2936 -23.5765 23.3163 0.045 -0.062 0.177
H 19.5352 -22.7580 25.6260 -0.780 0.381 -0.258
H 19.8906 -21.0564 25.0162 -0.753 -0.112 -0.122
H 21.9647 -21.9480 24.6150 0.294 0.232 0.262
H 20.0584 -21.8107 21.6580 -0.353 0.056 0.210
C 16.7622 -15.5460 21.5411 0.424 -0.690 -1.477
C 15.6957 -16.6172 21.4768 0.078 -0.161 0.712
O 15.4256 -17.1992 20.1915 0.378 0.604 -0.131
O 16.2879 -14.3208 21.0181 -0.160 0.492 0.235
H 17.6034 -15.8599 20.9096 0.078 -0.141 0.223
H 17.1774 -15.4373 22.5417 -0.388 0.271 0.133
H 14.7599 -16.1869 21.8392 0.073 -0.324 0.501
H 16.0667 -17.4548 22.0725 -0.466 0.100 0.326
H 14.8760 -16.5695 19.7153 -0.017 -0.223 -0.222
H 16.1848 -14.4499 20.0713 0.062 0.172 -0.033
C 12.5994 -18.6254 23.7725 -0.430 0.547 1.167
C 11.6063 -18.6446 24.9536 -0.688 0.255 -0.170
O 11.9560 -19.4820 26.0677 -0.016 -0.334 -0.678
O 13.7633 -17.9158 24.1035 0.246 -0.126 -0.105
H 12.0919 -18.0843 22.9704 0.021 -0.035 -0.112
H 12.8405 -19.6338 23.4244 -0.203 -0.148 0.095
H 10.6174 -18.8855 24.5465 0.054 -0.585 0.062
H 11.4056 -17.6795 25.4262 0.654 0.486 -0.612
H 11.2113 -20.0728 26.2008 0.214 -0.199 0.231
H 14.4010 -18.5419 24.4991 0.489 0.169 0.144
C 19.2330 -20.7239 19.2282 0.432 -2.145 -0.440
C 18.5319 -21.2339 17.9527 0.757 0.910 -0.091
O 19.0123 -20.4646 16.8424 -0.386 0.095 -0.046
O 18.6815 -21.4332 20.3532 -0.401 1.225 -0.667
H 19.2106 -19.6331 19.2284 -0.313 0.020 0.463
H 20.2729 -21.0581 19.2545 0.160 0.358 -0.465
H 17.4641 -21.0334 18.0493 -0.056 -0.023 -0.070
H 18.6743 -22.2997 17.7781 0.056 -0.051 0.242
H 19.7222 -20.9112 16.3770 0.002 -0.197 0.174
H 17.8175 -20.9905 20.4370 -0.124 -0.234 0.705
C 15.0646 -23.8904 26.0154 -0.209 -0.451 0.311
C 15.5079 -23.0038 24.8623 -0.785 -0.279 1.285
O 16.7299 -22.3105 25.1370 -0.086 -0.377 -0.602
O 15.8400 -25.0668 26.1409 0.415 0.296 0.137
H 14.0417 -24.2476 25.8708 -0.051 0.245 -0.277
H 15.0709 -23.3487 26.9662 -0.005 0.207 -0.076
H 14.6720 -22.3173 24.6954 0.163 0.311 -0.301
H 15.5518 -23.7089 24.0323 0.682 0.504 -0.411
H 16.7595 -22.0588 26.0777 -0.379 -0.222 -0.120
H 16.6894 -24.7559 26.4911 0.179 -0.348 -0.017
C 15.2177 -20.2632 21.2867 -0.210 0.737 -0.979
C 15.1174 -21.7583 21.1728 0.616 0.122 0.724
O 14.0000 -22.2380 21.9077 0.075 -0.087 -0.334
O 16.4715 -19.7953 20.7568 -0.476 -0.317 0.380
H 15.0454 -19.8905 22.2990 0.140 -0.204 0.147
H 14.4611 -19.8305 20.6226 -0.344 0.078 0.307
H 16.0052 -22.1841 21.6451 -0.073 -0.233 0.018
H 15.1451 -22.0239 20.1135 -0.301 -0.287 0.004
H 13.1889 -21.9034 21.5120 0.021 -0.012 -0.096
H 16.2809 -18.8722 20.5420 0.326 0.079 -0.440
C 17.5077 -23.3056 28.8350 0.576 0.713 -0.559
C 17.4263 -21.7987 28.6737 -1.048 -0.094 -0.092
O 16.2731 -21.4023 27.9116 0.070 0.084 -0.668
O 18.0558 -23.9268 27.6760 0.147 -0.190 -0.141
H 16.5151 -23.7480 28.9100 0.053 -0.001 0.604
H 18.1658 -23.4608 29.6950 -0.332 -0.521 0.191
H 18.2917 -21.4156 28.1319 0.113 0.064 0.165
H 17.3193 -21.3420 29.6597 0.516 -0.289 -1.021
H 15.4967 -21.5181 28.4662 -0.081 0.069 -0.058
H 18.9340 -23.5555 27.5426 0.040 -0.114 -0.137
C 21.6752 -18.1594 29.9538 0.335 -0.381 -0.883
C 20.5989 -18.3819 28.8782 -0.661 0.802 1.091
O 19.6929 -19.3842 29.3116 0.116 -0.554 -0.027
O 21.1114 -17.6471 31.1552 -0.427 -0.304 -0.230
H 22.4681 -17.4808 29.6324 -0.095 0.014 -0.366
H 22.1092 -19.1569 30.0749 0.132 0.006 0.428
H 20.9649 -18.6857 27.9000 0.451 -0.041 0.212
H 20.0258 -17.4590 28.7412 0.193 0.194 -0.110
H 19.0913 -18.9991 29.9625 -0.083 0.155 -0.156
H 21.7380 -17.7998 31.8659 0.008 0.017 0.015
C 21.2998 -15.2964 19.7834 0.479 0.206 -0.197
C 20.5284 -14.0411 20.1460 -0.899 -0.600 0.205
O 19.7122 -14.3454 21.2775 0.162 0.048 0.121
O 22.1880 -15.6361 20.8397 0.288 0.023 0.120
H 21.8578 -15.1099 18.8609 0.001 0.139 -0.015
H 20.7053 -16.1912 19.5822 -0.613 0.374 0.070
H 19.8466 -13.7574 19.3382 0.299 0.044 -0.323
H 21.1812 -13.2009 20.3894 0.299 -0.146 -0.192
H 19.3100 -13.5227 21.5756 -0.134 -0.077 0.119
H 23.0681 -15.7068 20.4638 0.073 -0.031 0.162
C 22.6450 -19.0489 23.3407 0.397 -1.293 -1.532
C 23.8147 -18.6307 22.4635 1.386 -0.015 0.187
O 25.0369 -18.7854 23.2278 -0.352 0.335 0.116
O 22.6020 -20.4945 23.3538 0.043 0.649 0.479
H 21.7093 -18.7688 22.8574 -0.010 0.751 0.361
H 22.7980 -18.6225 24.3310 -0.266 -0.099 0.071
H 23.7832 -17.5977 22.1030 -0.531 0.108 0.221
H 24.0036 -19.2695 21.5968 -1.001 -0.162 -0.130
H 25.7302 -18.4823 22.6355 0.230 -0.087 0.211
H 21.7339 -20.7501 22.9827 0.288 -0.174 0.008
C 16.4629 -12.9123 26.1867 1.266 -1.040 0.986
C 17.2698 -13.8365 25.2854 1.070 0.224 0.023
O 18.5966 -13.3105 25.1469 -0.206 0.946 0.025
O 16.3853 -11.6043 25.6991 -0.935 0.315 -0.343
H 16.9323 -12.9096 27.1791 0.369 0.062 -0.040
H 15.5103 -13.3819 26.4393 -0.454 0.520 -0.723
H 16.8050 -13.8845 24.2967 -0.181 -0.241 -0.008
H 17.4573 -14.8218 25.7199 -0.945 -0.230 0.045
H 19.1812 -14.0232 24.8240 -0.454 -0.269 -0.074
H 17.2457 -11.3202 25.3777 0.204 -0.323 0.099
C 14.7162 -16.4601 27.6258 0.150 0.333 -0.118
C 13.6949 -17.4896 28.0758 0.062 0.261 -0.296
O 14.1629 -18.7808 27.7156 -0.222 0.073 0.141
O 14.5647 -15.2033 28.2626 -0.042 0.093 0.260
H 14.6814 -16.3174 26.5420 0.002 -0.293 -0.099
H 15.7182 -16.8139 27.8740 0.027 -0.020 0.073
H 12.7463 -17.2747 27.5756 -0.121 -0.084 0.065
H 13.5188 -17.4041 29.1506 0.189 -0.104 0.071
H 13.5320 -19.1038 27.0570 0.035 -0.309 0.012
H 13.8226 -14.7344 27.8714 -0.023 -0.026 -0.022
C 18.2902 -18.7801 26.1815 1.219 0.053 -0.856
C 17.3635 -18.5915 25.0098 -0.257 -0.091 0.491
C 17.9319 -19.0447 23.6727 -0.743 -0.038 -0.182
O 18.8815 -18.1207 23.1812 0.220 0.112 0.214
C 19.2215 -18.2946 21.8280 -0.337 0.226 -0.792
N 16.1192 -19.3054 25.2834 -1.031 -0.246 -0.408
H 18.5727 -19.8338 26.2260 -0.228 -0.053 0.416
H 17.8718 -18.4246 27.1203 0.050 -0.064 0.043
H 19.2213 -18.2552 25.9463 -0.080 0.042 0.386
H 17.0842 -17.5358 24.9239 0.238 0.114 -0.176
H 17.0438 -19.0974 23.0315 0.265 0.023 -0.336
H 18.3821 -20.0411 23.6719 -0.079 -0.117 0.313
H 20.1520 -17.7764 21.5919 0.177 -0.065 0.399
H 18.4817 -17.8151 21.1759 -0.220 -0.079 0.054
H 19.2775 -19.3372 21.5120 0.151 -0.112 0.377
H 16.1760 -20.2975 25.0740 0.392 -0.056 -0.183
H 15.9362 -19.2809 26.2804 -0.177 0.136 0.090
C 21.8753 -14.1880 24.6790 1.126 -0.474 0.357
C 21.2172 -15.5637 24.8490 1.031 -0.187 -0.177
C 20.9693 -15.9659 26.2920 -0.299 0.542 0.763
O 22.0763 -16.1168 27.1828 0.258 -0.155 -0.873
C 23.0454 -17.0462 26.7257 0.045 -0.039 -0.582
N 19.9376 -15.5984 24.1556 0.144 0.148 -0.709
H 22.3193 -14.0316 23.6927 -0.774 -0.067 -0.393
H 22.8026 -14.1595 25.2610 -0.277 0.003 0.547
H 21.2512 -13.3495 24.9839 -0.114 -0.049 -0.068
H 21.8875 -16.3198 24.4206 0.145 0.119 -0.147
H 20.3699 -16.8800 26.3119 0.081 -0.019 -0.100
H 20.3655 -15.1662 26.7284 -0.100 -0.093 0.177
H 23.8601 -17.0762 27.4449 -0.108 -0.053 0.088
H 23.4642 -16.8098 25.7417 0.157 0.558 0.132
H 22.6580 -18.0537 26.5349 -0.336 -0.116 0.575
H 20.1385 -15.2467 23.2210 -0.201 0.319 -0.108
H 19.6701 -16.5549 23.9339 -0.250 -0.082 0.525